Record 1
C27H36F15NO16S | wB97M-V/def2-TZVPD

Values from the calculation:
* LUMO: 0.170 eV

Positions of all 96 atoms, in Å:
C (1.194, 0.618, 0.752)
C (0.464, -0.783, 0.582)
C (1.357, -2.052, 0.916)
C (2.699, -1.755, 1.666)
O (3.771, -1.644, 0.681)
C (4.837, -0.897, 1.143)
O (6.134, -1.600, 1.194)
S (7.143, -0.353, 1.571)
O (7.104, 0.089, 2.955)
O (8.561, -0.470, 1.222)
O (6.361, 0.854, 0.731)
C (5.156, 0.302, 0.138)
N (5.594, -0.065, -1.246)
C (5.025, 0.711, -2.037)
O (4.503, 1.180, -2.937)
H (1.019, 0.966, 1.811)
H (0.631, 1.354, 0.117)
H (2.268, 0.626, 0.458)
H (0.165, -0.862, -0.502)
H (-0.472, -0.817, 1.193)
H (0.729, -2.764, 1.520)
H (1.619, -2.560, -0.053)
H (2.937, -2.681, 2.275)
H (2.658, -0.912, 2.399)
H (4.785, -0.459, 2.173)
H (4.330, 1.062, 0.084)
C (-2.783, 6.349, 0.170)
C (-3.772, 5.360, -0.411)
O (-3.125, 4.113, -0.735)
C (-2.890, 3.291, 0.290)
O (-3.171, 3.520, 1.431)
C (-2.247, 1.996, -0.206)
F (-1.233, 2.219, -1.063)
F (-3.133, 1.218, -0.861)
F (-1.746, 1.253, 0.791)
H (-1.938, 6.489, -0.508)
H (-3.262, 7.314, 0.342)
H (-2.376, 5.992, 1.118)
H (-4.176, 5.753, -1.346)
H (-4.618, 5.189, 0.260)
C (-4.641, 0.475, -3.588)
C (-5.806, -0.147, -2.845)
O (-7.055, 0.172, -3.483)
C (-7.357, -0.544, -4.572)
O (-6.669, -1.406, -5.035)
C (-8.726, -0.130, -5.116)
F (-8.859, 1.206, -5.197)
F (-9.724, -0.574, -4.327)
F (-8.953, -0.616, -6.341)
H (-4.786, 1.553, -3.691)
H (-3.708, 0.294, -3.057)
H (-4.550, 0.068, -4.595)
H (-5.859, 0.265, -1.837)
H (-5.692, -1.228, -2.746)
C (3.388, -7.986, 5.463)
C (3.257, -6.787, 6.379)
O (3.049, -5.580, 5.623)
C (1.808, -5.380, 5.169)
O (0.887, -6.123, 5.345)
C (1.725, -4.046, 4.427)
F (2.741, -3.881, 3.551)
F (1.774, -3.002, 5.274)
F (0.591, -3.919, 3.728)
H (4.178, -7.820, 4.728)
H (3.622, -8.883, 6.037)
H (2.467, -8.162, 4.907)
H (4.185, -6.647, 6.935)
H (2.459, -6.922, 7.112)
C (9.224, -1.702, -1.768)
C (8.168, -1.553, -2.830)
O (8.694, -0.904, -4.004)
C (9.413, -1.672, -4.827)
O (9.642, -2.834, -4.653)
C (9.866, -0.865, -6.045)
F (10.384, 0.328, -5.702)
F (8.839, -0.617, -6.882)
F (10.803, -1.503, -6.758)
H (9.669, -0.734, -1.533)
H (8.794, -2.123, -0.860)
H (10.034, -2.355, -2.099)
H (7.373, -0.918, -2.448)
H (7.720, -2.514, -3.093)
C (-10.091, 3.409, -0.149)
C (-9.719, 3.134, 1.294)
O (-8.403, 3.634, 1.592)
C (-8.310, 4.950, 1.808)
O (-9.228, 5.716, 1.769)
C (-6.870, 5.330, 2.154)
F (-5.976, 4.776, 1.306)
F (-6.532, 4.923, 3.389)
F (-6.665, 6.652, 2.116)
H (-9.335, 3.000, -0.822)
H (-11.056, 2.961, -0.387)
H (-10.149, 4.480, -0.346)
H (-9.689, 2.058, 1.467)
H (-10.452, 3.552, 1.988)

=====

Record 2
C27H36FeN2S9 | wB97M-V/def2-TZVPD

Values from the calculation:
* net charge: +1
* spin multiplicity: 2
* LUMO (alpha / beta): -2.656 / -4.944 eV
* energy above the lowest of the compared OMol25 structures with the same formula, charge and spin: 16.94 kcal/mol

Positions of all 75 atoms, in Å:
Fe (-0.218, 0.325, 0.071)
C (3.852, 0.476, 1.513)
C (2.747, 0.441, 2.590)
S (1.004, 0.788, 2.213)
C (0.814, 2.588, 2.349)
C (0.936, 3.349, 1.040)
S (-0.114, 2.676, -0.307)
C (1.086, 2.937, -1.663)
C (1.153, 1.793, -2.658)
S (0.865, 0.136, -1.972)
C (2.468, -0.694, -1.957)
C (3.703, -0.072, -1.288)
S (3.415, 1.224, -0.066)
H (4.179, -0.544, 1.318)
H (4.710, 1.016, 1.907)
H (3.013, 1.079, 3.433)
H (2.680, -0.568, 2.998)
H (1.538, 2.967, 3.071)
H (-0.179, 2.719, 2.782)
H (1.963, 3.316, 0.688)
H (0.655, 4.391, 1.192)
H (2.051, 3.078, -1.190)
H (0.823, 3.859, -2.179)
H (2.117, 1.798, -3.169)
H (0.393, 1.908, -3.427)
H (2.705, -0.910, -2.999)
H (2.200, -1.645, -1.488)
H (4.363, 0.354, -2.042)
H (4.261, -0.871, -0.803)
C (-2.035, 0.788, -4.240)
C (-2.228, 1.660, -2.998)
C (-3.354, 1.175, -2.134)
C (-4.629, 1.700, -2.304)
C (-5.691, 1.246, -1.541)
C (-5.478, 0.234, -0.620)
C (-4.220, -0.341, -0.441)
C (-4.105, -1.479, 0.551)
C (-4.745, -2.770, 0.033)
C (-3.148, 0.159, -1.195)
N (-1.837, -0.382, -0.967)
C (-1.688, -1.643, -1.232)
C (-0.571, -2.318, -0.691)
C (-0.050, -3.609, -0.805)
C (1.034, -3.655, 0.074)
C (1.110, -2.397, 0.680)
N (0.137, -1.591, 0.225)
H (-1.212, 1.149, -4.862)
H (-2.938, 0.792, -4.851)
H (-1.820, -0.245, -3.962)
H (-2.414, 2.696, -3.290)
H (-1.321, 1.656, -2.399)
H (-4.783, 2.488, -3.033)
H (-6.677, 1.676, -1.665)
H (-6.308, -0.139, -0.027)
H (-4.619, -1.181, 1.470)
H (-3.068, -1.661, 0.827)
H (-5.793, -2.611, -0.227)
H (-4.700, -3.554, 0.791)
H (-4.243, -3.141, -0.862)
H (-2.445, -2.179, -1.801)
H (-0.424, -4.401, -1.436)
H (1.675, -4.499, 0.277)
H (1.816, -2.069, 1.428)
C (-3.728, -0.157, 4.647)
S (-5.165, 0.388, 3.701)
C (-4.625, 1.538, 2.541)
C (-3.399, 1.659, 1.858)
S (-2.059, 0.677, 2.074)
S (-3.366, 2.940, 0.680)
C (-5.015, 3.458, 0.801)
S (-5.669, 4.644, -0.085)
S (-5.877, 2.631, 2.072)
H (-4.162, -0.572, 5.556)
H (-3.091, 0.685, 4.899)
H (-3.164, -0.917, 4.115)

=====

Record 3
C27H36GdN6O8PS2 | wB97M-V/def2-TZVPD

Values from the calculation:
* spin multiplicity: 8
* LUMO (alpha / beta): 0.461 / -2.089 eV
* energy above the lowest of the compared OMol25 structures with the same formula, charge and spin: 0.00 kcal/mol

Positions of all 81 atoms, in Å:
Gd (0.117, -0.033, 0.817)
C (-5.735, -2.440, -0.384)
C (-5.053, -3.780, -0.114)
C (-4.739, -3.944, 1.373)
C (-3.788, -3.959, -0.978)
N (-2.747, -2.989, -0.686)
C (-2.564, -1.754, -1.183)
N (-1.518, -1.238, -0.604)
N (-1.095, -2.162, 0.281)
N (-1.805, -3.215, 0.233)
H (-6.650, -2.361, 0.204)
H (-5.999, -2.327, -1.439)
H (-5.093, -1.610, -0.083)
H (-5.728, -4.583, -0.424)
H (-4.214, -3.072, 1.764)
H (-4.120, -4.824, 1.553)
H (-5.664, -4.056, 1.940)
H (-4.035, -3.875, -2.036)
H (-3.358, -4.942, -0.795)
H (-3.156, -1.296, -1.955)
C (1.870, 6.607, -2.812)
C (1.298, 5.638, -1.814)
C (0.242, 6.007, -0.985)
C (-0.287, 5.112, -0.069)
C (0.246, 3.837, 0.019)
C (1.304, 3.448, -0.789)
C (1.825, 4.354, -1.697)
S (-0.528, 2.636, 1.072)
O (-1.443, 3.316, 1.936)
O (0.554, 1.908, 1.784)
O (-1.136, 1.660, 0.136)
H (1.088, 7.224, -3.254)
H (2.395, 6.078, -3.606)
H (2.586, 7.276, -2.329)
H (-0.176, 7.004, -1.063)
H (-1.110, 5.379, 0.582)
H (1.702, 2.445, -0.712)
H (2.647, 4.055, -2.338)
C (2.116, -0.509, 4.310)
C (0.654, -0.190, 4.428)
C (0.148, 0.255, 5.642)
C (-1.207, 0.527, 5.695)
N (-2.014, 0.340, 4.665)
C (-1.468, -0.111, 3.530)
S (-2.483, -0.427, 2.200)
N (-0.132, -0.363, 3.361)
H (2.339, -1.407, 4.889)
H (2.709, 0.311, 4.718)
H (2.395, -0.681, 3.276)
H (0.791, 0.382, 6.501)
H (-1.671, 0.913, 6.598)
O (1.042, -2.018, -1.410)
C (0.872, -0.881, -1.862)
O (1.032, 0.179, -1.151)
C (0.482, -0.691, -3.293)
C (0.964, -1.557, -4.266)
C (0.600, -1.379, -5.591)
C (-0.265, -0.350, -5.940)
C (-0.752, 0.511, -4.966)
C (-0.371, 0.352, -3.643)
H (1.625, -2.362, -3.970)
H (0.984, -2.047, -6.352)
H (-0.560, -0.219, -6.974)
H (-1.426, 1.313, -5.241)
H (-0.719, 1.024, -2.866)
C (5.542, -1.617, 0.160)
O (4.402, -1.247, 0.927)
P (3.026, -0.792, 0.111)
O (1.975, -1.494, 1.221)
C (1.986, -2.925, 1.334)
O (2.813, 0.714, 0.716)
C (3.602, 1.342, 1.734)
H (6.285, -0.817, 0.177)
H (5.270, -1.819, -0.880)
H (5.973, -2.516, 0.599)
H (1.275, -3.178, 2.118)
H (2.985, -3.259, 1.610)
H (1.680, -3.376, 0.392)
H (4.182, 2.140, 1.273)
H (4.272, 0.633, 2.214)
H (2.914, 1.770, 2.460)

=====

Respective total energy values: -4205.17181 -6007.13388 -3884.45372 hartree.